{
  "formula": "C3H8NO",
  "method": "wB97M-V/def2-TZVPD",
  "homo_energy_ev": [-13.3, -14.2],
  "charge": 1,
  "e_tot_ev": -6767.1907,
  "orbital_gap_ev": [8.1685, 9.5359],
  "lumo_ha": [-0.1904, -0.1714],
  "mol_weight_g_mol": 74.103,
  "species": ["C", "C", "C", "N", "O", "H", "H", "H", "H", "H", "H", "H", "H"],
  "xyz": [[-0.89950, 0.52196, -1.74811], [0.51380, -0.70798, -0.09897], [0.21682, 0.02740, 2.14227], [0.41251, 0.04850, -1.52517], [0.85444, 0.07011, 0.86197], [-1.62345, -0.16720, -2.14389], [-1.22332, 1.38349, -1.19555], [-0.26574, -1.45898, 0.02553], [-0.71987, 0.58939, 2.10006], [0.90077, 0.50302, 2.84210], [0.01334, -0.99958, 2.45189], [0.71621, -0.61703, -2.24575], [1.10400, 0.80690, -1.46637]],
  "forces_ev_per_angstrom": [[-0.509, -0.151, 0.460], [-0.563, 0.040, -1.072], [-0.557, -0.060, 0.817], [0.857, -0.493, 0.699], [0.569, 0.632, -0.525], [0.072, -0.152, -0.159], [0.140, 0.194, 0.101], [-0.083, 0.049, -0.141], [0.130, -0.031, -0.096], [-0.048, -0.088, -0.131], [0.126, 0.057, -0.125], [-0.014, 0.210, 0.249], [-0.120, -0.207, -0.077]],
  "lowdin_charge": [0.098, -0.034, 0.000, 0.000, -0.074, 0.088, 0.088, 0.140, 0.109, 0.110, 0.108, 0.183, 0.183]
}